Arrangement one

8
Properties=species:S:1:pos:R:3:mulliken_charge:R:1 method="wB97M-V/def2-TZVPD" smiles="O=CNC=O" homo_ev=-10.5
C 0.87 0.55 0.01 0.120
C -1.26 -0.31 0.86 0.056
N -0.28 -0.21 -0.16 -0.152
O 1.01 1.39 0.84 -0.487
O -2.21 -1.03 0.68 -0.525
H 1.57 0.30 -0.78 0.357
H -0.61 -0.79 -0.92 0.238
H -0.93 0.32 1.62 0.394

Arrangement two

8
Properties=species:S:1:pos:R:3:mulliken_charge:R:1 method="wB97M-V/def2-TZVPD" homo_ev=-10.5
C 0.22 -0.91 -0.06 0.270
C -1.34 2.31 -0.98 0.098
N 1.44 -0.60 -0.14 -0.626
O -0.44 -0.42 1.02 -0.513
O -1.64 2.34 0.10 -0.103
H -0.39 -1.80 -0.54 0.285
H 0.12 0.19 1.54 0.357
H 2.03 -1.10 -0.94 0.233

arrangement one ends up most stable, edging out the next structure by 21.1 kcal/mol.

Arrangement one

8
Properties=species:S:1:pos:R:3:mulliken_charge:R:1 method="wB97M-V/def2-TZVPD" homo_ev=-9.7
C 2.40 -0.32 0.55 0.150
C -1.02 -0.42 -0.22 0.029
N -0.84 0.59 0.72 -0.443
O 2.91 0.23 -0.31 -0.161
O 0.16 0.34 -0.25 -0.235
H -0.76 -1.45 0.01 0.202
H -1.65 -0.45 -1.16 0.209
H -1.21 1.48 0.66 0.249

Arrangement two

8
Properties=species:S:1:pos:R:3:mulliken_charge:R:1 method="wB97M-V/def2-TZVPD" homo_ev=-10.5
C 2.21 -0.13 -0.48 0.094
C -0.58 -0.40 -0.11 0.168
N 0.16 0.30 0.61 -0.449
O 3.09 0.03 0.18 -0.158
O -1.94 -0.27 -0.29 -0.510
H -0.12 -1.18 -0.67 0.336
H -0.49 0.94 1.05 0.191
H -2.32 0.70 -0.28 0.328

Arrangement three

8
Properties=species:S:1:pos:R:3:mulliken_charge:R:1 method="wB97M-V/def2-TZVPD" smiles="[H]/N=C/OC=O" homo_ev=-10.3
N 0.68 1.90 -0.30 -0.545
C 0.22 0.74 -0.28 0.131
O 0.01 0.12 0.98 -0.410
C -0.40 -1.19 0.88 0.171
O -0.51 -1.73 -0.21 -0.486
H 0.77 2.21 -1.27 0.277
H -0.05 0.10 -1.11 0.334
H -0.73 -2.15 1.32 0.528

arrangement two ends up most stable, edging out the next structure by 23.8 kcal/mol.

Arrangement one

8
Properties=species:S:1:pos:R:3:mulliken_charge:R:1 method="wB97M-V/def2-TZVPD" homo_ev="-9.1 / -9.1"
C 0.00 0.88 -0.25 -0.056
C 0.63 -0.74 0.10 -0.213
N -2.10 0.09 0.02 -0.105
O -0.33 -1.51 -0.24 -0.593
O -1.23 0.89 -0.11 0.096
H 0.72 1.77 -0.09 0.291
H 1.44 -0.92 -0.56 0.327
H 0.87 -0.47 1.12 0.253

Arrangement two

8
Properties=species:S:1:pos:R:3:mulliken_charge:R:1 method="wB97M-V/def2-TZVPD" smiles="N#CC=O.O" homo_ev=-11.7
C 0.91 0.77 -0.20 0.366
C 0.96 -0.39 0.63 0.046
N 0.83 1.85 -0.55 -0.271
O -1.89 -0.01 -0.41 -0.641
O 0.85 -1.56 0.26 -0.438
H 1.12 0.02 1.61 0.280
H -1.43 0.03 -1.28 0.332
H -1.35 -0.71 -0.06 0.326

arrangement two ends up most stable, edging out the next structure by 162.0 kcal/mol.

Arrangement one

19
Properties=species:S:1:pos:R:3:mulliken_charge:R:1 method="wB97M-V/def2-TZVPD" total_charge=+1 smiles=C[C@H](O)[C@@H](O)C[NH3+] homo_ev=-13.3
C -2.03 -0.89 0.11 -1.203
C 1.27 -0.49 0.16 -0.851
C -1.22 0.40 0.25 0.253
C 0.32 0.32 -0.60 -0.066
N 2.34 0.19 0.85 -0.261
O -1.82 1.55 -0.24 -0.589
O 0.75 1.62 -0.65 -0.565
H -1.50 -1.64 -0.47 0.346
H -2.33 -1.36 1.05 0.293
H -2.94 -0.67 -0.48 0.366
H 0.80 -1.24 0.97 0.316
H 1.69 -1.21 -0.58 0.329
H -0.85 0.62 1.32 0.293
H 0.07 -0.03 -1.60 0.448
H 3.09 -0.54 0.98 0.399
H 2.04 0.66 1.75 0.381
H 2.84 0.99 0.28 0.393
H -1.96 1.51 -1.20 0.361
H 0.06 2.25 -0.91 0.358

Arrangement two

19
Properties=species:S:1:pos:R:3:mulliken_charge:R:1 method="wB97M-V/def2-TZVPD" total_charge=+1 homo_ev=-14.6
O -1.48 -2.35 -0.42 -0.415
C -0.38 -2.09 -0.82 0.019
C 0.40 -0.97 -0.17 0.104
N -0.55 0.00 0.41 -0.127
C -1.11 -0.51 1.78 -0.793
C 1.32 -0.23 -1.18 -1.312
H 0.27 -2.63 -1.55 0.339
H 1.05 -1.36 0.64 0.306
H -0.16 0.90 0.72 0.326
H -1.24 0.17 -0.33 0.412
H -0.67 -1.48 2.04 0.302
H -2.20 -0.58 1.65 0.342
H -0.95 0.28 2.51 0.383
H 2.03 0.42 -0.61 0.357
H 0.77 0.48 -1.82 0.370
H 1.89 -0.80 -1.90 0.380
H 0.51 3.94 -0.98 0.311
H 0.18 3.63 0.45 0.309
O 0.30 3.19 -0.41 -0.611

Arrangement three

19
Properties=species:S:1:pos:R:3:mulliken_charge:R:1 method="wB97M-V/def2-TZVPD" total_charge=+1 homo_ev=-14.1
C -0.37 -1.67 -1.72 -1.413
C -0.20 -0.65 -0.44 0.006
C 1.33 -0.28 0.08 -0.646
C 1.45 1.04 0.99 -0.007
O 1.33 2.25 0.79 -0.463
N -0.76 0.66 -0.81 -0.215
H -1.33 -2.23 -1.81 0.362
H -0.18 -1.14 -2.54 0.495
H 0.50 -2.29 -1.65 0.401
H -0.71 -1.06 0.38 0.319
H 1.77 -1.15 0.80 0.346
H 2.03 -0.23 -0.82 0.406
H 1.63 0.65 1.95 0.355
H -1.66 0.53 -1.22 0.366
H -0.85 1.21 0.08 0.294
H -0.12 1.20 -1.40 0.380
H -1.97 0.71 2.55 0.313
H -0.84 1.67 2.56 0.320
O -1.04 0.80 2.23 -0.618

arrangement two ends up most stable, edging out the next structure by 15.9 kcal/mol.

Arrangement one

19
Properties=species:S:1:pos:R:3:mulliken_charge:R:1 method="wB97M-V/def2-TZVPD" total_charge=+1 homo_ev=-14.6
O 0.94 -1.27 -2.18 -0.423
C 1.65 -1.54 -1.25 0.164
C 1.11 -1.19 0.13 -0.774
N -0.10 -0.34 0.14 -0.170
C 0.13 1.16 0.18 -0.289
C 0.17 1.68 1.57 -1.135
H 2.49 -2.26 -1.24 0.353
H 0.82 -2.15 0.57 0.415
H 1.85 -0.73 0.82 0.406
H -0.74 -0.60 0.90 0.369
H -0.73 -0.71 -0.62 0.436
H -0.74 1.53 -0.39 0.262
H 1.06 1.29 -0.40 0.319
H 0.91 1.32 2.28 0.354
H -0.79 1.75 2.10 0.386
H 0.43 2.75 1.46 0.352
H -2.58 0.27 -1.94 0.298
H -3.38 -0.60 -0.91 0.301
O -2.49 -0.33 -1.21 -0.622

Arrangement two

19
Properties=species:S:1:pos:R:3:mulliken_charge:R:1 method="wB97M-V/def2-TZVPD" total_charge=+1 homo_ev=-14.1
C -0.09 0.42 -1.51 -0.840
C -1.14 -0.43 -0.78 -0.542
C -0.78 -1.52 0.23 -0.514
C 0.65 -2.01 0.23 -0.005
O 1.58 -1.27 -0.02 -0.544
N 0.69 1.28 -0.55 -0.214
H 0.65 -0.17 -2.03 0.417
H -0.58 1.07 -2.20 0.448
H -1.86 0.26 -0.36 0.354
H -1.66 -0.81 -1.67 0.333
H -0.81 -1.03 1.21 0.250
H -1.51 -2.29 0.36 0.417
H 0.83 -3.04 0.53 0.395
H 1.37 0.71 -0.06 0.357
H 0.09 1.64 0.20 0.338
H 1.14 2.07 -1.03 0.359
H 0.17 2.33 2.64 0.283
H 0.98 1.23 2.68 0.322
O 0.24 1.54 2.14 -0.615

Arrangement three

19
Properties=species:S:1:pos:R:3:mulliken_charge:R:1 method="wB97M-V/def2-TZVPD" total_charge=+1 homo_ev=-14.5
O 2.15 -1.52 -0.82 -0.426
C 2.13 -0.59 -0.06 0.027
C 0.96 0.35 0.08 0.119
N -0.31 -0.29 -0.49 -0.202
C -0.32 -0.55 -1.96 -0.927
C 0.76 0.59 1.57 -1.314
H 2.93 -0.46 0.68 0.361
H 0.99 1.20 -0.60 0.368
H -1.16 0.25 -0.35 0.383
H -0.46 -1.20 -0.06 0.382
H 0.37 -1.37 -2.14 0.386
H -1.28 -0.93 -2.30 0.361
H 0.02 0.23 -2.63 0.361
H 0.81 -0.35 2.13 0.422
H 1.63 1.11 1.96 0.385
H -0.19 1.05 1.82 0.336
H -2.88 1.40 1.54 0.326
H -3.50 0.46 0.57 0.308
O -2.66 0.62 1.05 -0.655

Arrangement four

19
Properties=species:S:1:pos:R:3:mulliken_charge:R:1 method="wB97M-V/def2-TZVPD" total_charge=+1 homo_ev=-14.8
C -0.20 -1.08 -0.49 -0.677
C 0.90 -0.08 -0.24 -0.597
C 1.04 1.06 -1.21 -0.550
C -0.01 2.18 -1.24 0.147
O -1.09 2.06 -0.56 -0.591
N -1.57 -0.50 -0.16 -0.306
H -0.08 -1.32 -1.54 0.403
H -0.08 -2.04 0.10 0.325
H 0.72 0.33 0.73 0.265
H 1.88 -0.54 -0.31 0.411
H 1.99 1.47 -0.86 0.331
H 1.21 0.73 -2.29 0.337
H 0.29 3.30 -1.38 0.367
H -1.58 0.60 -0.50 0.373
H -1.64 -0.43 0.88 0.377
H -2.32 -1.08 -0.62 0.366
H 0.36 -0.76 3.42 0.324
H -0.08 -2.32 3.41 0.325
O 0.29 -1.57 2.86 -0.629

arrangement two ends up most stable, edging out the next structure by 11.1 kcal/mol.

Arrangement one

8
Properties=species:S:1:pos:R:3:mulliken_charge:R:1 method="wB97M-V/def2-TZVPD" homo_ev=-10.7
H 1.08 0.36 0.15 0.514
O 0.45 1.01 1.15 -0.770
O 0.88 -0.56 -0.72 -0.594
H 0.27 1.79 0.58 0.371
H -0.49 0.31 1.18 0.513
C -0.34 -0.89 -0.79 0.281
H -0.63 -1.59 -1.56 0.377
O -1.22 -0.44 0.00 -0.692

Arrangement two

8
Properties=species:S:1:pos:R:3:mulliken_charge:R:1 method="wB97M-V/def2-TZVPD" smiles="O=CO.O" homo_ev=-11.0
O 1.46 2.27 1.29 -0.632
H -0.86 -1.57 -1.90 0.324
H 1.49 2.78 2.11 0.314
H 1.95 1.48 1.56 0.323
O -1.15 -0.71 -1.55 -0.418
C -0.61 -0.57 -0.33 0.276
O -0.05 -1.43 0.28 -0.493
H -0.75 0.48 -0.01 0.306

Arrangement three

8
Properties=species:S:1:pos:R:3:mulliken_charge:R:1 method="wB97M-V/def2-TZVPD" smiles="O=CO.O" homo_ev=-10.7
O -0.26 0.19 1.93 -0.667
H -0.17 0.66 -0.10 0.362
H -0.64 0.66 2.68 0.320
H -0.94 -0.41 1.62 0.341
O -0.48 0.25 -0.93 -0.431
C 0.57 -0.30 -1.55 0.227
O 1.70 -0.28 -1.16 -0.469
H 0.22 -0.77 -2.48 0.316

Arrangement four

8
Properties=species:S:1:pos:R:3:mulliken_charge:R:1 method="wB97M-V/def2-TZVPD" smiles="O=CO.O" homo_ev=-11.0
O 0.31 0.70 1.12 -0.473
C -0.62 1.21 1.70 0.212
O -1.16 2.40 1.46 -0.391
H -1.09 0.56 2.48 0.315
H -0.49 2.85 0.91 0.337
H 1.36 -2.64 -3.28 0.320
H 0.94 -2.24 -1.81 0.330
O 0.75 -2.85 -2.57 -0.650

arrangement three ends up most stable, edging out the next structure by 3.1 kcal/mol.